The molecule C5H5NO. Source: the Open Molecules 2025 dataset; level of theory: ωB97M-V with the def2-TZVPD basis set.

Charge: 0
Orbital gap (spin up / spin down): 6.28 / 7.91 eV

Atoms and positions in Å:
C 0.09 -0.48 -0.92
C 0.14 0.88 -1.36
C 0.13 -1.25 0.18
C 0.60 2.20 0.63
C -0.21 -2.42 0.62
N 0.14 2.54 1.67
O 0.60 1.92 -0.58
H -0.17 -1.17 -1.77
H 0.32 1.17 -2.39
H -1.27 -2.70 0.86
H 0.46 -3.14 1.12
H -0.84 2.44 1.93

A structure of composition C3Br2FO2. Source: the Open Molecules 2025 dataset; level of theory: ωB97M-V with the def2-TZVPD basis set.

Charge: -1
Orbital gap: 7.29 eV

Atoms and positions in Å:
C 0.22 0.24 -0.49
C -0.95 1.29 -0.61
C 0.05 -0.70 0.82
O 0.66 -0.27 1.79
O -0.72 -1.63 0.65
F 1.21 0.32 -1.37
Br -0.86 2.49 -2.09
Br -2.44 1.38 0.47

A structure of composition C4H12N4O2. Source: the Open Molecules 2025 dataset; level of theory: ωB97M-V with the def2-TZVPD basis set.

Charge: 0
Orbital gap: 8.75 eV

Atoms and positions in Å:
C 1.81 1.36 -0.86
C 1.40 -0.94 0.85
N 0.47 1.00 -0.39
C 0.30 -0.42 -0.07
O -0.47 1.35 -1.39
O 0.08 -1.20 -1.14
H -0.39 0.65 -2.07
H 2.15 0.73 -1.68
H 1.76 2.40 -1.19
H 2.51 1.30 -0.03
H 1.51 -0.29 1.72
H 2.33 -1.01 0.29
H 1.13 -1.94 1.18
N -2.34 -1.11 -0.83
N -0.98 0.51 1.97
C -1.13 -0.44 0.92
N -2.23 -0.23 0.07
H -3.06 -0.86 -1.51
H -1.16 -1.38 -1.24
H -0.76 1.41 1.58
H -1.83 0.58 2.52
H -1.10 -1.47 1.28

A cluster of 15 separate species, C30H90O15 in total. Source: the Open Molecules 2025 dataset; level of theory: ωB97M-V with the def2-TZVPD basis set.

Charge: 0
Orbital gap: 9.97 eV

Atoms and positions in Å:
C -0.87 -0.30 0.16
C -0.36 0.56 -1.01
O 0.78 1.27 -0.58
H -1.41 0.29 0.90
H -0.09 -0.82 0.72
H -1.45 -1.13 -0.25
H -1.14 1.28 -1.24
H -0.10 -0.01 -1.90
H 1.27 1.56 -1.36
C 2.54 -4.45 -5.43
C 3.75 -5.04 -6.15
O 3.43 -6.34 -6.51
H 2.28 -5.09 -4.59
H 1.66 -4.37 -6.07
H 2.70 -3.45 -5.03
H 4.71 -4.96 -5.64
H 3.86 -4.47 -7.07
H 4.18 -6.72 -6.97
C 5.22 -0.54 -0.61
C 5.75 0.10 0.67
O 4.59 0.57 1.38
H 4.94 0.15 -1.40
H 4.33 -1.15 -0.44
H 5.94 -1.20 -1.08
H 6.43 0.92 0.46
H 6.25 -0.55 1.40
H 3.97 0.90 0.72
C -5.50 0.02 -3.73
C -6.29 -0.06 -5.03
O -5.63 0.53 -6.10
H -5.95 -0.62 -2.98
H -5.61 1.02 -3.31
H -4.46 -0.28 -3.80
H -7.32 0.30 -4.97
H -6.58 -1.08 -5.28
H -5.91 1.44 -6.20
C 3.76 -3.43 6.58
C 4.14 -2.13 5.87
O 3.16 -1.87 4.93
H 3.62 -4.22 5.85
H 2.98 -3.44 7.35
H 4.66 -3.80 7.07
H 5.09 -2.33 5.37
H 4.22 -1.32 6.59
H 3.51 -1.21 4.34
C 1.12 3.06 5.43
C 0.41 2.99 6.75
O -0.90 3.40 6.61
H 0.61 2.41 4.73
H 2.14 2.68 5.54
H 1.13 4.04 4.95
H 0.84 3.73 7.43
H 0.52 1.99 7.16
H -1.23 3.45 7.51
C -1.48 -2.52 7.38
C -1.88 -2.25 5.90
O -0.93 -2.97 5.16
H -0.73 -1.79 7.68
H -1.07 -3.51 7.55
H -2.36 -2.39 8.02
H -1.84 -1.22 5.57
H -2.90 -2.56 5.68
H -0.11 -2.48 5.21
C 3.57 -6.06 0.99
C 4.87 -5.86 1.72
O 5.95 -6.55 1.08
H 2.82 -5.36 1.36
H 3.28 -7.11 1.01
H 3.81 -5.86 -0.06
H 4.78 -6.17 2.76
H 5.19 -4.82 1.73
H 5.80 -7.49 1.20
C -5.23 3.21 1.61
C -4.12 3.70 2.59
O -4.29 2.89 3.74
H -5.09 2.17 1.31
H -5.15 3.84 0.73
H -6.28 3.30 1.90
H -4.26 4.73 2.93
H -3.16 3.59 2.10
H -3.50 3.05 4.28
C -2.57 -8.66 1.09
C -2.31 -7.58 2.18
O -1.88 -6.33 1.60
H -3.30 -8.28 0.38
H -2.92 -9.63 1.44
H -1.69 -8.76 0.46
H -1.54 -7.97 2.83
H -3.24 -7.43 2.72
H -1.65 -5.78 2.36
C 4.80 6.03 0.88
C 5.43 6.13 2.30
O 6.34 7.21 2.30
H 4.41 5.01 0.85
H 5.49 6.23 0.06
H 4.08 6.84 0.80
H 5.99 5.25 2.60
H 4.64 6.26 3.04
H 7.13 6.82 1.91
C -0.53 6.91 -0.13
C -1.20 8.15 0.42
O -1.93 8.80 -0.56
H 0.07 7.07 -1.02
H -1.26 6.13 -0.31
H 0.16 6.51 0.62
H -0.39 8.74 0.86
H -1.92 7.95 1.21
H -1.42 9.44 -1.06
C -4.41 5.03 -4.56
C -4.70 5.45 -5.96
O -5.69 4.62 -6.45
H -4.09 3.98 -4.55
H -5.33 5.03 -3.96
H -3.72 5.66 -3.99
H -3.82 5.42 -6.61
H -5.16 6.43 -5.91
H -5.88 4.98 -7.32
C 0.47 2.83 -6.04
C 0.97 3.95 -5.11
O 2.16 3.50 -4.53
H -0.52 3.11 -6.41
H 0.38 1.89 -5.48
H 1.25 2.61 -6.77
H 0.24 4.08 -4.31
H 1.13 4.87 -5.67
H 2.67 3.05 -5.22
C -3.80 -5.33 -4.66
C -2.92 -5.25 -3.43
O -3.69 -5.09 -2.31
H -4.31 -4.38 -4.85
H -4.42 -6.21 -4.78
H -3.16 -5.38 -5.54
H -2.23 -4.42 -3.55
H -2.41 -6.19 -3.24
H -3.17 -5.14 -1.50

The ion C5H4N with charge +1. Source: the Open Molecules 2025 dataset; level of theory: ωB97M-V with the def2-TZVPD basis set.

Charge: +1
Orbital gap: 9.16 eV

Atoms and positions in Å:
C 2.08 -1.13 0.29
C 1.16 -0.31 -0.03
C -1.95 -1.16 0.32
C 0.81 1.09 0.30
C -0.07 0.29 -0.57
N -1.17 -0.40 -0.10
H -2.71 -1.84 0.37
H 0.75 1.23 1.36
H 1.43 1.77 -0.34
H -0.33 0.45 -1.61

A structure of composition C28H36Cl2IMgNS. Source: the Open Molecules 2025 dataset; level of theory: ωB97M-V with the def2-TZVPD basis set.

Charge: 0
Orbital gap: 7.46 eV

Atoms and positions in Å:
Mg 0.17 -0.02 0.56
C 1.46 -1.31 -0.78
C 0.14 -1.83 -0.93
C -0.67 -0.80 -1.57
C 0.22 0.29 -1.71
C 1.53 -0.02 -1.31
C 2.81 0.75 -1.67
C 2.65 2.28 -1.67
C 3.09 0.31 -3.11
C 4.01 0.30 -0.85
C -2.02 -0.88 -2.18
C -2.13 -2.05 -3.19
C -2.31 0.36 -2.98
C -3.13 -0.98 -1.12
C -0.08 -3.32 -0.67
C 0.47 -4.21 -1.86
C -1.51 -3.74 -0.28
C 0.79 -3.74 0.53
H 2.27 -1.95 -0.41
H 0.03 1.06 -2.42
H 1.84 2.55 -2.37
H 3.57 2.72 -2.06
H 2.31 2.70 -0.71
H 2.32 0.60 -3.81
H 3.18 -0.76 -3.02
H 4.09 0.75 -3.44
H 3.93 0.40 0.23
H 4.88 0.84 -1.13
H 4.19 -0.71 -1.07
H -1.59 -1.76 -4.14
H -3.17 -2.30 -3.49
H -1.65 -2.95 -2.84
H -1.58 0.44 -3.78
H -2.36 1.32 -2.43
H -3.26 0.06 -3.50
H -3.04 -1.79 -0.41
H -4.07 -1.06 -1.56
H -3.17 -0.06 -0.52
H -0.28 -4.42 -2.57
H 0.72 -5.19 -1.40
H 1.39 -3.69 -2.26
H -2.26 -3.46 -1.03
H -1.84 -3.25 0.68
H -1.57 -4.79 -0.25
H 1.87 -3.77 0.40
H 0.58 -4.81 0.75
H 0.50 -3.23 1.45
Cl -3.64 1.66 3.33
C -2.03 1.61 3.95
C -1.67 2.39 5.06
C -0.36 2.22 5.58
C 0.48 1.25 5.06
C 0.11 0.56 3.90
Cl 1.31 -0.54 3.20
C -1.14 0.65 3.38
S -1.70 -0.45 2.11
H -2.36 3.08 5.56
H -0.02 2.80 6.44
H 1.50 1.19 5.41
I 2.93 2.47 1.91
C 0.87 2.96 1.88
C 0.43 4.10 2.47
C -0.83 4.51 2.22
C -1.63 3.80 1.33
C -1.15 2.61 0.83
N 0.09 2.17 1.13
H 1.16 4.66 3.02
H -1.15 5.44 2.65
H -2.71 4.03 1.21
H -1.82 1.97 0.29

Which electronic energy belongs to each record? In order, -323.25948; -5512.69371; -528.98226; -2325.31455; -247.13862; -2959.69554 Eh.
Which ΔE to the lowest compared entry with this formula, charge and spin belongs to each record? In order, 7.081; 0.000; 4.462; 8.276; 3.356; 0.632 eV.